The following is a DFT calculation (ωB97M-V with the def2-TZVPD basis set) of a 2-piece molecular cluster, C2H3N overall at a distorted geometry.

Output
Energy above the lowest of the compared OMol25 structures with the same formula, charge and spin ... 681.2 kJ/mol
Spin multiplicity ... 1
Lowest unoccupied orbital energy (alpha / beta) ... -1.44 / 0.62 eV
HOMO level (alpha / beta) ... -10.8 / -9.5 eV
Largest force on an atom ... 4.2 eV Å⁻¹

The geometry in XYZ format:
```
6
C2H3N | OMol25 | ωB97M-V with the def2-TZVPD basis set
C 0.35 0.24 -0.50
C -0.64 -0.64 -0.02
N 1.01 -0.84 -0.33
H 1.40 3.00 0.23
H -0.74 -0.46 1.07
H -1.37 -1.31 -0.45
```

The following is a DFT calculation (ωB97M-V with the def2-TZVPD basis set) of a 15-piece molecular cluster, H30O15 overall at a distorted geometry.

Output
Energy above the lowest of the compared OMol25 structures with the same formula, charge and spin ... 690.0 kJ/mol
Spin multiplicity ... 1
Lowest unoccupied orbital energy ... -0.45 eV
HOMO level ... -8.8 eV
Largest force on an atom ... 6.3 eV Å⁻¹

The geometry in XYZ format:
```
45
H30O15 | OMol25 | ωB97M-V with the def2-TZVPD basis set
H -0.42 0.59 0.56
H 0.57 1.08 -0.44
H -1.21 0.63 -2.49
H -2.72 0.80 -2.78
H -1.36 -4.13 1.89
H -1.67 -4.04 0.37
H -3.91 2.15 1.82
H -4.05 1.28 0.64
H 0.31 -0.80 5.25
H -0.52 0.34 4.41
H 0.40 3.33 -1.58
H -0.98 2.50 -1.70
H -4.24 2.17 -1.13
H -5.17 2.37 -2.33
H 3.75 4.90 1.10
H 3.77 3.58 0.69
H 2.29 1.51 0.76
H 3.20 0.84 -0.30
H 2.97 -0.95 -3.34
H 1.69 -0.44 -3.81
H -2.30 -3.14 -1.02
H -1.27 -2.62 -2.17
H -1.23 -0.45 1.70
H -1.81 -1.33 2.90
H 4.65 0.09 -0.78
H 5.53 -0.79 0.02
H 0.11 -2.25 1.72
H 1.58 -1.89 1.57
H 0.59 -3.00 -1.59
H 1.33 -1.98 -0.59
O 0.28 1.24 0.47
O -2.07 0.54 -2.08
O -1.42 -3.56 1.16
O -3.39 1.57 1.30
O 0.38 0.03 4.77
O -0.45 3.08 -1.14
O -5.15 2.46 -1.37
O 3.70 4.45 0.29
O 2.32 0.89 0.10
O 2.22 -1.25 -3.74
O -1.81 -3.39 -1.78
O -1.17 -0.60 2.67
O 4.64 -0.71 -0.19
O 0.87 -2.16 1.03
O 1.18 -2.96 -0.83
```

The following is a DFT calculation (ωB97M-V with the def2-TZVPD basis set) of C16H24BClN6Tl as an isolated structure at a distorted geometry.

Output
Total charge ... +1
Spin multiplicity ... 1
Lowest unoccupied orbital energy ... -4.19 eV
HOMO level ... -12.0 eV
Largest force on an atom ... 1.6 eV Å⁻¹

The geometry in XYZ format:
```
49
C16H24BClN6Tl | OMol25 | ωB97M-V with the def2-TZVPD basis set
Tl 0.05 0.96 -1.90
C -3.58 0.20 -2.60
C -3.02 -0.28 -1.30
C -3.65 -0.99 -0.28
C -2.69 -1.18 0.70
C -2.85 -1.89 2.00
N -1.54 -0.61 0.28
N -1.76 -0.06 -0.95
B -0.18 -0.57 1.02
N 0.22 0.91 1.25
N 0.32 1.78 0.22
C 0.61 2.99 0.72
C 0.76 4.19 -0.15
C 0.71 2.88 2.11
C 0.45 1.55 2.41
C 0.42 0.89 3.75
N 0.88 -1.28 0.16
N 1.13 -0.91 -1.12
C 2.04 -1.74 -1.63
C 2.50 -1.61 -3.05
C 2.40 -2.66 -0.66
C 1.65 -2.35 0.46
C 1.63 -3.02 1.79
H -4.63 -0.08 -2.68
H -3.51 1.29 -2.68
H -3.05 -0.24 -3.45
H -4.68 -1.31 -0.26
H -3.87 -2.25 2.09
H -2.17 -2.74 2.08
H -2.64 -1.21 2.84
H -0.27 -1.12 2.07
H 0.45 3.97 -1.17
H 0.16 5.01 0.23
H 1.80 4.52 -0.17
H 0.94 3.67 2.80
H 0.66 1.61 4.52
H -0.57 0.48 3.95
H 1.13 0.07 3.79
H 1.82 -0.99 -3.63
H 3.50 -1.18 -3.09
H 2.55 -2.59 -3.52
H 3.13 -3.45 -0.76
H 2.35 -3.84 1.80
H 1.88 -2.33 2.59
H 0.64 -3.43 2.01
Cl 1.58 3.57 -3.71
C 1.80 2.02 -3.01
H 2.40 2.05 -2.11
H 2.10 1.28 -3.74
```

The following is a DFT calculation (ωB97M-V with the def2-TZVPD basis set) of a 5-piece molecular cluster, C11H32O5 overall at a distorted geometry.

Output
Energy above the lowest of the compared OMol25 structures with the same formula, charge and spin ... 159.3 kJ/mol
Spin multiplicity ... 1
Lowest unoccupied orbital energy ... 0.58 eV
SMILES ... CC(C)O.CCO.CCO.CCO.CCO
HOMO level ... -10.1 eV
Largest force on an atom ... 3.1 eV Å⁻¹

The geometry in XYZ format:
```
48
C11H32O5 | OMol25 | ωB97M-V with the def2-TZVPD basis set
C -4.15 5.88 1.96
C -3.76 7.29 2.37
O -5.00 7.93 2.50
H -4.73 5.91 1.03
H -4.83 5.42 2.68
H -3.31 5.24 1.71
H -3.05 7.58 1.59
H -3.25 7.35 3.33
H -4.78 8.79 2.13
C -0.06 0.60 -3.16
C 0.23 -0.81 -3.75
O 0.40 -1.72 -2.69
H -1.00 0.67 -2.62
H 0.16 1.38 -3.90
H 0.66 0.74 -2.36
H 1.07 -0.76 -4.45
H -0.65 -1.08 -4.33
H 0.49 -2.56 -3.15
C 1.80 -7.84 3.63
C 1.70 -7.85 2.05
O 1.37 -9.16 1.70
H 0.78 -8.03 3.98
H 2.06 -6.91 4.14
H 2.57 -8.53 3.97
H 2.71 -7.75 1.64
H 1.07 -7.08 1.62
H 0.48 -9.07 1.35
C -2.96 -7.03 -6.08
C -2.21 -7.23 -4.75
O -0.86 -6.90 -4.95
H -2.75 -7.84 -6.78
H -2.79 -6.04 -6.50
H -4.05 -7.06 -6.06
H -2.25 -8.28 -4.46
H -2.67 -6.55 -4.03
H -0.42 -7.58 -5.46
C 2.86 5.81 2.00
C 3.15 6.61 3.28
C 4.70 6.80 3.59
O 2.60 7.89 3.14
H 1.85 6.03 1.66
H 2.88 4.72 2.10
H 3.48 6.15 1.18
H 2.69 6.06 4.10
H 4.81 7.31 4.54
H 5.13 7.44 2.82
H 5.20 5.84 3.67
H 2.65 8.27 4.02
```

The following is a DFT calculation (ωB97M-V with the def2-TZVPD basis set) of C6H9F8NNbOS as an isolated structure at a distorted geometry.

Output
Total charge ... -1
Spin multiplicity ... 1
Lowest unoccupied orbital energy ... 2.00 eV
HOMO level ... -5.5 eV
Largest force on an atom ... 7.5 eV Å⁻¹

The geometry in XYZ format:
```
27
C6H9F8NNbOS | OMol25 | ωB97M-V with the def2-TZVPD basis set
S 0.05 -3.26 -1.10
C -1.28 -2.50 -1.81
N -2.27 -2.35 -2.64
Nb -4.19 -2.51 -1.64
H -3.39 -3.19 -0.12
H -4.11 -0.81 -1.00
H -5.08 -1.95 -3.15
H -4.43 -4.24 -2.17
H -5.83 -2.62 -0.82
C 0.33 0.86 0.52
C 1.05 1.39 -0.73
C 2.34 0.66 -1.11
F 3.29 0.76 -0.16
F 2.87 1.21 -2.24
F 1.27 2.72 -0.59
F 0.19 1.26 -1.77
O 0.55 1.58 1.75
C 1.67 1.22 2.53
C 2.65 2.38 2.69
F 3.14 2.79 1.50
F 3.72 2.00 3.44
F 2.24 0.11 2.02
F 1.18 0.87 3.74
H -0.74 0.99 0.33
H 0.45 -0.22 0.66
H 2.16 -0.40 -1.31
H 2.17 3.24 3.17
```

The following is a DFT calculation (ωB97M-V with the def2-TZVPD basis set) of H23HfO12 as an isolated structure at a distorted geometry.

Output
Total charge ... +3
Spin multiplicity ... 1
Lowest unoccupied orbital energy ... -12.71 eV
HOMO level ... -19.1 eV
Largest force on an atom ... 6.1 eV Å⁻¹

The geometry in XYZ format:
```
36
H23HfO12 | OMol25 | ωB97M-V with the def2-TZVPD basis set
Hf -2.04 1.18 -0.04
O -0.58 -0.04 -0.02
H 0.42 -0.18 0.05
O -3.25 -0.51 0.39
H -2.84 -1.38 0.52
H -4.14 -0.71 0.69
O 1.50 2.11 -0.47
H 1.51 2.78 -1.20
H 2.47 1.94 -0.39
O -0.09 -2.72 -1.00
H -0.06 -3.54 -0.52
H -0.34 -1.92 -0.56
O -0.97 -0.16 2.66
H -1.14 -0.29 3.60
H -0.82 -1.05 2.40
O -1.15 2.50 -1.37
H -1.66 3.25 -1.77
H -0.44 2.38 -2.06
O 1.32 -2.37 1.78
H 1.85 -3.15 1.72
H 1.00 -2.47 2.64
O 1.79 0.67 2.27
H 2.19 0.22 1.56
H 1.04 0.13 2.43
O -2.24 0.11 -2.06
H -2.06 0.24 -2.98
H -2.44 -0.81 -2.04
O -0.76 2.47 1.27
H -0.94 3.16 1.92
H 0.20 2.68 1.11
O 1.33 -0.48 -2.79
H 2.20 -0.28 -3.26
H 0.92 -1.19 -3.27
O 2.82 -0.56 -0.19
H 2.21 -0.60 -0.95
H 3.20 -1.44 -0.05
```